A molecular structure, C19H43LuOP3S at a distorted geometry. Source: the Open Molecules 2025 dataset; level of theory: ωB97M-V/def2-TZVPD.

Calculated values
Kohn-Sham gap (alpha / beta) in eV: 5.5576 / 4.5977
Strongest force on any atom in eV/A: 3.473
HOMO (alpha / beta) in eV: -17.093 / -17.110
Energy above the lowest of the compared OMol25 structures with the same formula, charge and spin in eV: 3.858
Total charge: +3

Last column: natural (NBO) charge in e.
Cartesian coordinates (Å):
Lu -0.748 0.927 -0.395  1.72
P 1.243 -0.599 1.998  1.18
P 1.371 2.378 0.696  0.74
P -1.049 -2.155 0.342  0.91
H -0.306 3.221 -4.306  0.22
C -1.296 2.808 -4.074  -0.31
C -2.063 2.977 -2.977  -0.46
H -1.673 3.434 -2.073  0.17
C 2.628 -1.534 1.206  -0.96
C 2.299 0.328 3.191  -0.97
C 0.797 -1.875 3.263  -0.96
C 1.074 3.462 -0.758  -0.95
C 1.922 3.601 1.941  -0.92
C 2.991 1.659 0.155  -0.92
C -2.236 -2.411 -1.047  -0.93
C -1.841 -3.323 1.566  -0.94
C 0.206 -3.377 -0.284  -0.94
H -1.708 2.333 -4.994  0.22
H -3.162 2.925 -3.075  0.24
H 3.355 -1.807 1.991  0.27
H 3.109 -0.900 0.452  0.25
H 2.260 -2.443 0.716  0.26
H 2.977 -0.409 3.659  0.28
H 1.683 0.797 3.971  0.26
H 2.925 1.101 2.729  0.24
H 1.701 -2.439 3.519  0.27
H 0.037 -2.573 2.913  0.25
H 0.414 -1.378 4.158  0.26
H 1.856 4.236 -0.779  0.29
H 0.088 3.956 -0.690  0.25
H 1.116 2.869 -1.687  0.27
H 2.793 4.158 1.547  0.28
H 2.198 3.119 2.893  0.26
H 1.106 4.314 2.138  0.27
H 3.648 2.482 -0.173  0.27
H 2.798 0.973 -0.685  0.25
H 3.500 1.100 0.950  0.25
H -2.477 -3.475 -1.102  0.27
H -1.743 -2.113 -1.971  0.24
H -3.145 -1.815 -0.915  0.24
H -2.566 -3.964 1.047  0.27
H -2.364 -2.760 2.350  0.25
H -1.086 -3.975 2.028  0.25
H -0.292 -4.070 -0.986  0.26
H 0.637 -3.959 0.551  0.25
H 1.000 -2.842 -0.824  0.25
C -0.444 0.080 -3.477  0.41
C 0.746 -0.296 -4.121  -0.19
C 0.770 -1.523 -4.779  -0.18
C -0.388 -2.319 -4.883  -0.06
C -1.569 -1.891 -4.304  -0.20
C -1.634 -0.630 -3.696  -0.20
O -0.358 0.958 -2.435  -0.76
H 0.371 -0.492 -1.043  -0.50
H 1.633 0.370 -4.019  0.26
H 1.733 -1.861 -5.164  0.27
H -0.423 -3.252 -5.468  0.27
H -2.456 -2.519 -4.329  0.26
H -2.565 -0.292 -3.204  0.24
C -3.342 0.868 2.892  -0.72
S -1.581 0.501 2.966  0.18
C -0.951 1.483 4.361  -0.74
H -3.653 0.738 1.847  0.22
H -3.501 1.903 3.218  0.25
H -3.893 0.157 3.538  0.26
H -0.219 2.219 3.972  0.22
H -1.787 2.014 4.848  0.27
H -0.468 0.819 5.105  0.25